This record from the Open Molecules 2025 dataset describes a structure of composition C5H6F2N2. The level of theory is ωB97M-V with the def2-TZVPD basis set.

## Properties
HOMO level (spin up / spin down), eV: -5.6 / -9.6
Lowest unoccupied orbital energy (spin up / spin down), eV: 0.8564 / -2.0786
2S+1: 3
Energy above the lowest of the compared OMol25 structures with the same formula, charge and spin, kJ/mol: 0.0

Each line ends with the Löwdin charge.
Geometry (Å):
C -0.50 1.75 0.36  -0.08
C 0.83 1.21 0.62  -0.05
C -1.40 1.01 -0.36  -0.13
C 1.26 0.13 -0.08  -0.24
C 0.23 -0.73 -0.66  -0.36
N -1.02 -0.19 -0.96  0.09
N 0.03 -2.20 0.54  0.07
F 2.55 -0.29 -0.14  0.08
F 0.69 -1.41 -1.78  0.04
H -0.74 2.68 1.06  0.15
H 1.49 1.80 1.26  0.10
H -2.33 1.44 -0.76  0.11
H -1.76 -0.85 -1.16  0.15
H 0.98 -2.63 0.68  0.05
H -0.33 -1.73 1.39  0.03

---

This record from the Open Molecules 2025 dataset describes the molecule C22H31N7. The level of theory is ωB97M-V with the def2-TZVPD basis set.

## Properties
HOMO level, eV: -7.9
SMILES string: c1c/c(=N\C2CN(C3CCCCC3)C2)[nH]c(N2CCn3nc4c(c3C2)CCC4)n1
Lowest unoccupied orbital energy, eV: 0.6601
2S+1: 1
Energy above the lowest of the compared OMol25 structures with the same formula, charge and spin, kJ/mol: 1.5

Each line ends with the Löwdin charge.
Geometry (Å):
C -0.92 3.11 -1.63  -0.12
C -0.40 2.01 -1.04  -0.01
C -1.12 1.40 0.05  -0.34
N -0.85 0.37 0.76  0.11
C 0.37 -0.33 0.44  -0.31
C 1.67 0.34 0.94  -0.13
N 1.64 -0.54 2.13  -0.11
C 2.90 -1.10 2.57  -0.37
C 3.84 0.00 3.06  -0.16
C 5.16 -0.57 3.56  -0.20
C 4.92 -1.60 4.67  -0.21
C 3.98 -2.70 4.19  -0.20
C 2.66 -2.12 3.68  -0.16
C 0.69 -1.44 1.46  -0.13
N -2.31 2.08 0.36  0.20
C -2.74 3.19 -0.27  -0.34
N -3.89 3.80 0.17  -0.04
C -4.56 4.69 -0.77  -0.13
C -5.36 3.89 -1.79  -0.09
N -6.14 2.89 -1.10  -0.10
N -7.10 2.19 -1.74  0.15
C -7.47 1.29 -0.85  -0.27
C -6.76 1.38 0.36  -0.13
C -5.90 2.43 0.16  -0.13
C -4.86 3.11 1.01  -0.07
C -7.24 0.36 1.35  -0.12
C -8.04 -0.61 0.43  -0.17
C -8.50 0.20 -0.81  -0.11
N -2.09 3.73 -1.28  0.11
H -0.40 3.58 -2.46  0.11
H 0.54 1.59 -1.38  0.10
H 0.38 -0.66 -0.60  0.13
H 2.52 0.13 0.28  0.12
H 1.62 1.41 1.15  0.11
H 3.40 -1.62 1.72  0.15
H 4.02 0.72 2.25  0.11
H 3.33 0.55 3.86  0.13
H 5.69 -1.05 2.73  0.11
H 5.80 0.23 3.92  0.11
H 5.87 -2.03 5.00  0.11
H 4.47 -1.10 5.53  0.11
H 4.46 -3.26 3.38  0.11
H 3.79 -3.41 4.99  0.11
H 2.13 -1.61 4.49  0.13
H 2.01 -2.92 3.32  0.11
H -0.15 -1.77 2.08  0.11
H 1.18 -2.30 0.99  0.12
H -2.82 1.65 1.12  0.13
H -5.23 5.33 -0.18  0.13
H -3.83 5.31 -1.27  0.11
H -6.03 4.53 -2.36  0.13
H -4.67 3.40 -2.49  0.12
H -4.40 2.40 1.69  0.12
H -5.33 3.87 1.65  0.13
H -6.44 -0.16 1.88  0.11
H -7.89 0.81 2.10  0.11
H -7.37 -1.40 0.10  0.11
H -8.87 -1.08 0.95  0.10
H -9.50 0.63 -0.66  0.11
H -8.53 -0.40 -1.72  0.11

---

This record from the Open Molecules 2025 dataset describes a structure of composition C33H57NP2Sn. The level of theory is ωB97M-V with the def2-TZVPD basis set.

## Properties
HOMO level (spin up / spin down), eV: -13.1 / -13.1
Lowest unoccupied orbital energy (spin up / spin down), eV: -8.2212 / -8.2848
2S+1: 1
Energy above the lowest of the compared OMol25 structures with the same formula, charge and spin, kJ/mol: 0.0
Total charge: +2

Each line ends with the Löwdin charge.
Geometry (Å):
Sn 0.96 2.48 -1.40  1.24
C -2.53 0.88 1.12  -0.13
C -1.57 0.69 2.15  -0.12
C -1.24 2.76 1.23  -0.19
C -2.30 2.15 0.52  -0.13
C -0.73 1.84 2.18  -0.12
C -3.62 -0.05 0.78  0.01
H -3.29 -1.09 0.89  0.08
H -3.96 0.10 -0.25  0.09
H -4.47 0.10 1.46  0.13
C -2.99 2.68 -0.67  -0.02
H -4.00 2.23 -0.76  0.09
H -2.46 2.44 -1.61  0.03
H -3.10 3.77 -0.64  0.10
C -0.78 4.16 1.06  -0.04
H -1.67 4.82 1.13  0.12
H -0.33 4.34 0.07  0.00
H -0.06 4.45 1.84  0.09
C 0.47 1.98 3.02  0.00
H 0.26 1.69 4.06  0.12
H 0.86 3.01 3.02  0.09
H 1.27 1.31 2.66  0.09
C -1.46 -0.46 3.06  0.02
H -1.56 -0.15 4.11  0.12
H -0.48 -0.96 2.95  0.09
H -2.24 -1.19 2.84  0.09
C 0.13 -2.27 -1.28  -0.10
C -0.73 -2.13 -0.27  -0.11
C -0.79 -3.17 0.81  -0.18
C 0.57 -3.58 1.50  -0.18
C 1.47 -2.41 1.77  -0.12
C 2.25 -1.78 0.89  -0.11
C 2.55 -2.26 -0.49  -0.17
C 1.44 -3.00 -1.25  -0.18
H -1.22 -4.11 0.39  0.13
H 1.03 -4.38 0.90  0.10
H -1.46 -2.86 1.61  0.07
H 1.34 -4.03 -0.89  0.10
H -0.07 -1.74 -2.24  0.11
H -1.49 -1.33 -0.22  0.08
H 1.77 -3.06 -2.29  0.11
H 2.89 -1.38 -1.06  0.09
H 2.85 -0.93 1.26  0.06
H 3.45 -2.89 -0.49  0.13
H 0.31 -4.07 2.47  0.12
H 1.47 -2.09 2.83  0.10
P -3.54 1.32 -4.17  0.77
C -5.24 2.00 -4.51  -0.32
H -5.63 1.58 -5.44  0.04
H -5.17 3.09 -4.59  0.04
H -5.90 1.73 -3.68  0.03
C -2.85 1.71 -5.83  -0.33
H -3.50 1.32 -6.62  0.05
H -1.85 1.25 -5.91  0.03
H -2.75 2.80 -5.93  0.03
C -4.00 -0.44 -4.54  -0.32
H -4.54 -0.48 -5.50  0.04
H -4.65 -0.81 -3.74  0.03
H -3.10 -1.05 -4.59  0.03
P 2.73 4.77 -1.48  0.76
C 3.57 5.34 0.07  -0.25
H 4.39 6.02 -0.19  0.07
H 3.98 4.50 0.63  0.02
H 2.86 5.88 0.71  0.05
C 4.30 4.56 -2.40  -0.25
H 4.81 5.52 -2.51  0.06
H 4.11 4.14 -3.39  0.05
H 4.97 3.88 -1.85  0.05
C 2.40 6.47 -2.10  -0.27
H 3.36 7.00 -2.25  0.06
H 1.82 7.03 -1.36  0.05
H 1.86 6.43 -3.04  0.05
C 3.89 1.29 3.31  -0.09
N 3.94 0.81 1.94  -0.29
C 5.02 -0.18 1.83  -0.10
C 3.85 1.87 0.93  -0.18
C 3.95 1.49 -0.53  -0.27
C 5.22 1.14 -0.97  -0.04
C 5.46 0.80 -2.30  -0.03
C 4.43 0.86 -3.24  -0.06
C 3.16 1.26 -2.85  -0.19
C 2.94 1.56 -1.49  -0.44
H 4.83 1.78 3.62  0.10
H 3.71 0.44 3.99  0.10
H 3.08 2.01 3.44  0.06
H 4.98 -0.71 0.87  0.08
H 6.02 0.27 1.96  0.10
H 4.88 -0.92 2.63  0.10
H 2.94 2.44 1.16  0.09
H 4.71 2.55 1.13  0.12
H 6.02 1.16 -0.24  0.12
H 6.45 0.49 -2.57  0.11
H 4.62 0.63 -4.29  0.12
H 2.37 1.31 -3.62  0.10

---

This record from the Open Molecules 2025 dataset describes the molecule C6H10O2. The level of theory is ωB97M-V with the def2-TZVPD basis set.

## Properties
HOMO level, eV: -7.8
SMILES string: C/C=C(\O)C1(O)CC1
Lowest unoccupied orbital energy, eV: 0.8503
2S+1: 1
Energy above the lowest of the compared OMol25 structures with the same formula, charge and spin, kJ/mol: 229.3

Each line ends with the Löwdin charge.
Geometry (Å):
C 0.58 0.76 0.63  -0.40
C 1.96 1.24 0.29  -0.07
C 1.86 -0.18 0.78  -0.06
C -2.42 -1.02 -1.04  -0.10
C -0.19 -0.10 -0.31  -0.30
C -1.41 -0.56 -0.02  -0.10
O -0.11 1.16 1.76  0.04
O 0.34 -0.12 -1.59  0.05
H 0.53 1.38 2.45  0.11
H -0.23 -0.69 -2.13  0.10
H 2.19 1.40 -0.75  0.10
H 2.38 1.99 0.95  0.11
H 2.17 -0.96 0.10  0.10
H 2.15 -0.39 1.80  0.10
H -1.74 -0.48 1.00  0.10
H -2.37 -0.41 -1.96  0.08
H -2.26 -2.07 -1.31  0.08
H -3.43 -0.94 -0.64  0.07

---

Question: energy above the lowest of the compared OMol25 structures with the same formula, charge and spin of number 3 (C33H57NP2Sn)?
Answer: 0.0 kJ/mol